Entry 1:
C17H40F3Na2O11S | wB97M-V/def2-TZVPD

Summary:
Calculated total energy (Eh): -2521.46066
LUMO energy (eV): -4.264
HOMO (eV): -10.454
Charge: +1
Largest force on an atom (eV/A): 1.7
Frontier orbital gap (eV): 6.2

Positions of all 74 atoms, in Å:
Na1 0.0563 -3.3030 -5.4779
Na2 1.0485 1.4537 -3.7301
C1 -2.0285 -1.0623 -1.7221
F1 -2.2085 -0.0631 -0.8793
F2 -1.6480 -2.1244 -0.9857
F3 -3.1449 -1.3769 -2.3493
S1 -0.6780 -0.6900 -2.9527
O1 0.4283 -0.0972 -2.1955
O2 -0.3508 -1.9577 -3.6076
O3 -1.2526 0.3212 -3.8347
C2 -4.1605 -0.7155 2.2217
O4 -5.1418 -1.6689 2.6026
C3 -5.8959 -2.2230 1.5673
C4 -7.0485 -1.3869 1.0000
O5 -6.6027 -0.1098 0.5809
C5 -6.1797 -0.0704 -0.7495
H1 -3.9243 -0.1734 3.1352
H2 -4.5192 0.0080 1.4846
H3 -3.3144 -1.2596 1.7800
H4 -6.3211 -3.1652 1.9272
H5 -5.2584 -2.5750 0.7426
H6 -7.8573 -1.1940 1.7063
H7 -7.4790 -1.9730 0.1769
H8 -6.9638 -0.3042 -1.4866
H9 -5.4575 -0.8860 -0.9368
H10 -5.6984 0.8653 -1.0226
C6 7.9100 -2.3585 -1.2459
O6 6.5268 -2.6431 -1.3379
C7 5.8221 -1.8336 -2.2317
C8 4.3931 -1.6752 -1.7317
O7 3.8189 -2.9601 -1.5183
C9 2.4609 -2.8351 -1.1379
H11 8.1810 -2.2274 -0.1946
H12 8.2498 -1.4077 -1.6725
H13 8.4674 -3.1774 -1.6968
H14 5.8287 -2.1511 -3.2839
H15 6.2558 -0.8240 -2.2981
H16 3.7927 -1.1119 -2.4581
H17 4.3810 -1.1789 -0.7526
H18 2.0711 -3.8400 -0.9561
H19 1.8411 -2.4588 -1.9605
H20 2.3787 -2.2373 -0.2261
C10 3.9968 1.9588 -2.6928
O8 2.6520 2.2865 -2.3773
C11 2.3899 2.4595 -0.9806
C12 1.2048 3.3738 -0.8574
O9 0.2445 3.1084 -1.8564
C13 -1.0061 3.7140 -1.5949
H21 4.0731 1.5296 -3.6955
H22 4.4374 1.2683 -1.9725
H23 4.5726 2.8890 -2.7589
H24 3.2615 2.8050 -0.4240
H25 2.1408 1.4506 -0.6226
H26 1.5617 4.4053 -0.9937
H27 0.7736 3.2915 0.1454
H28 -0.8564 4.7625 -1.3397
H29 -1.5715 3.1996 -0.8068
H30 -1.6497 3.5460 -2.4581
C14 -1.4475 0.6877 6.5139
O10 -1.3631 0.7084 5.1075
C15 -0.3080 1.5342 4.6884
C16 -0.2091 1.5098 3.1791
O11 -0.2761 0.2156 2.6565
C17 0.2360 0.0449 1.3588
H31 -0.6870 0.0454 6.9619
H32 -2.4186 0.2648 6.7852
H33 -1.4691 1.6838 6.9669
H34 0.6542 1.2148 5.1133
H35 -0.4749 2.5746 4.9930
H36 0.6761 2.0371 2.7931
H37 -1.0260 2.1341 2.7765
H38 -0.0279 -0.9537 1.0187
H39 1.3281 0.1264 1.4182
H40 -0.1909 0.7748 0.6625

Atomic partial charges in e from the Löwdin method, atoms 1 to 8: 0.859 0.589 -0.662 0.162 0.125 0.163 0.535 -0.325

Entry 2:
C46H81N10OSi | wB97M-V/def2-TZVPD

Summary:
Calculated total energy (Eh): -2713.46291
LUMO energy (eV): -3.789
HOMO (eV): -12.307
Charge: +1
Largest force on an atom (eV/A): 1.5
Frontier orbital gap (eV): 8.5

Positions of all 139 atoms, in Å:
C1 -0.1756 1.1040 -0.9996
Si1 1.5934 1.0437 -0.4446
C2 1.6774 -0.4799 0.6502
C3 2.6698 0.7226 -1.9382
O1 2.0335 2.3560 0.5183
C4 3.1170 3.1830 0.2010
C5 3.9117 3.3172 1.5015
N1 4.2134 1.9628 2.0251
C6 4.8808 1.0654 1.2555
C7 5.1331 -0.2365 1.7042
C8 4.6841 -0.6112 2.9746
C9 4.0204 0.3404 3.7708
C10 3.7942 1.6254 3.2650
H1 -0.8087 1.1731 -0.1200
H2 -0.3875 1.8868 -1.7194
H3 -0.3514 0.1132 -1.4135
H4 0.9588 -1.2144 0.2923
H5 1.4099 -0.2319 1.6762
H6 2.6532 -0.9565 0.6322
H7 2.7767 1.5540 -2.6320
H8 2.2179 -0.1093 -2.4735
H9 3.6763 0.3935 -1.6785
H10 3.7803 2.8025 -0.5751
H11 2.7835 4.1853 -0.0607
H12 4.8230 3.8958 1.3953
H13 3.2509 3.7945 2.2142
H14 5.1978 1.3730 0.2739
H15 5.6385 -0.9174 1.0414
H16 4.8535 -1.6202 3.3157
H17 3.6741 0.0912 4.7596
H18 3.2763 2.3695 3.8347
C11 -2.3636 3.4435 0.7802
C12 -3.1047 4.7172 0.3964
C13 -4.5165 4.7654 0.9931
C14 -5.3225 3.6351 0.5296
N2 -5.9408 2.7371 0.1795
H19 -2.8688 2.5575 0.3917
H20 -1.3520 3.4464 0.3745
H21 -2.2890 3.3472 1.8659
H22 -3.1627 4.7906 -0.6914
H23 -2.5486 5.5891 0.7448
H24 -5.0230 5.6891 0.7126
H25 -4.4697 4.7256 2.0827
C15 -3.1555 2.1649 -3.5524
C16 -3.2852 2.0038 -5.0607
C17 -3.4075 0.5336 -5.4813
C18 -2.2162 -0.2191 -5.0815
N3 -1.2646 -0.7756 -4.7706
H26 -2.2538 1.6778 -3.1786
H27 -3.0936 3.2211 -3.2872
H28 -4.0137 1.7367 -3.0319
H29 -2.4193 2.4499 -5.5544
H30 -4.1644 2.5464 -5.4105
H31 -3.5149 0.4511 -6.5632
H32 -4.2823 0.0723 -5.0215
C19 0.1819 -5.1273 -0.7130
C20 0.7884 -4.3467 -1.8733
C21 2.3159 -4.4840 -1.9557
C22 2.9502 -3.9583 -0.7435
N4 3.4256 -3.5436 0.2139
H33 0.5544 -4.7651 0.2474
H34 -0.9016 -5.0128 -0.7074
H35 0.4099 -6.1922 -0.7875
H36 0.5288 -3.2910 -1.7697
H37 0.3489 -4.6952 -2.8083
H38 2.7053 -3.9231 -2.8052
H39 2.6091 -5.5263 -2.0849
C23 -4.6715 -3.4768 1.3561
C24 -3.4597 -3.2239 2.2442
C25 -2.7086 -1.9413 1.8769
C26 -2.2054 -1.9853 0.5053
N5 -1.8152 -1.9811 -0.5715
H40 -4.3837 -3.6171 0.3128
H41 -5.1932 -4.3782 1.6751
H42 -5.3760 -2.6427 1.4056
H43 -2.7836 -4.0801 2.1782
H44 -3.7833 -3.1525 3.2778
H45 -1.8607 -1.7892 2.5462
H46 -3.3611 -1.0741 1.9664
C27 2.2078 4.1998 5.6519
C28 1.5484 5.4904 5.1750
C29 0.0666 5.5792 5.5568
C30 -0.6883 4.4839 4.9457
N6 -1.2785 3.6268 4.4682
H47 1.7403 3.3215 5.1989
H48 3.2659 4.1951 5.3802
H49 2.1405 4.0980 6.7351
H50 1.6425 5.5726 4.0899
H51 2.0767 6.3418 5.6050
H52 -0.3606 6.5213 5.2140
H53 -0.0569 5.5297 6.6393
C31 3.7833 -2.6247 -5.9636
C32 5.3026 -2.5425 -5.9920
C33 5.9902 -3.9127 -6.0444
C34 5.6686 -4.7190 -4.8651
N7 5.4079 -5.3285 -3.9311
H54 3.4214 -3.1428 -5.0738
H55 3.3562 -1.6217 -5.9592
H56 3.4052 -3.1489 -6.8422
H57 5.6538 -2.0009 -5.1109
H58 5.6077 -1.9658 -6.8662
H59 7.0726 -3.7908 -6.0828
H60 5.6830 -4.4624 -6.9349
C35 0.5429 -5.3986 5.4821
C36 -0.2512 -4.1935 4.9918
C37 -1.6762 -4.1439 5.5558
C38 -2.4423 -5.3259 5.1603
N8 -3.0481 -6.2358 4.8199
H61 0.0828 -6.3337 5.1616
H62 1.5565 -5.3787 5.0818
H63 0.6104 -5.4076 6.5715
H64 -0.2941 -4.2087 3.9002
H65 0.2663 -3.2757 5.2792
H66 -2.2036 -3.2599 5.1911
H67 -1.6564 -4.0949 6.6455
C39 2.1995 2.0233 -6.4405
C40 1.3037 1.8605 -7.6626
C41 1.2491 0.4145 -8.1686
C42 2.5753 -0.0487 -8.5719
N9 3.6158 -0.3954 -8.9014
H68 3.2350 1.7671 -6.6708
H69 2.1868 3.0570 -6.0923
H70 1.8590 1.3847 -5.6222
H71 1.6555 2.5133 -8.4634
H72 0.2915 2.1787 -7.4123
H73 0.5857 0.3332 -9.0300
H74 0.8694 -0.2470 -7.3877
C43 -5.9914 1.9024 5.4671
C44 -6.1066 1.6201 3.9735
C45 -6.2270 0.1250 3.6552
C46 -5.0513 -0.6113 4.1210
N10 -4.1160 -1.1647 4.4832
H75 -5.0905 1.4548 5.8891
H76 -5.9398 2.9754 5.6498
H77 -6.8534 1.5101 6.0092
H78 -5.2363 2.0304 3.4571
H79 -6.9842 2.1283 3.5723
H80 -6.3216 -0.0276 2.5790
H81 -7.1098 -0.3013 4.1337

Atomic partial charges in e from the Löwdin method, atoms 1 to 8: -0.158 0.431 -0.142 -0.146 -0.194 -0.238 -0.065 -0.027

Entry 3:
C22H49N2OP3STm | wB97M-V/def2-TZVPD

Summary:
Calculated total energy (Eh): -3558.91927
LUMO energy (alpha / beta) (eV): -9.240 / -9.158
HOMO (alpha / beta) (eV): -15.486 / -15.485
Charge: +3
Multiplicity: 3
ΔE to the lowest compared entry with this formula, charge and spin (kJ/mol): 22.88
Largest force on an atom (eV/A): 2.6
Frontier orbital gap (alpha / beta) (eV): 6.2 / 6.3

Positions of all 79 atoms, in Å:
Tm1 0.1722 0.0423 -0.4704
P1 -1.6316 1.9892 -0.4229
P2 -2.0770 -1.5327 0.5239
P3 1.9343 1.7238 -1.6954
H1 -0.0853 -4.0527 -1.8058
C1 0.4337 -3.1496 -1.4515
C2 1.4807 -3.1637 -0.5994
H2 1.5300 -3.9091 0.2040
C3 -2.6178 2.1269 -1.9643
C4 -2.9654 2.1067 0.8207
C5 -0.9723 3.6959 -0.3306
C6 -2.0479 -3.3297 0.8977
C7 -2.6719 -1.0502 2.1962
C8 -3.6365 -1.4305 -0.4426
C9 3.5818 1.0056 -2.1732
C10 2.4689 3.0035 -0.5101
C11 1.4961 2.8631 -3.1128
H3 -0.0988 -2.1706 -1.7287
H4 2.2933 -2.4148 -0.6105
H5 -3.2752 3.0060 -1.8856
H6 -3.2234 1.2213 -2.0948
H7 -1.9451 2.2422 -2.8250
H8 -3.5058 3.0506 0.6717
H9 -2.5665 2.0952 1.8423
H10 -3.6741 1.2791 0.7130
H11 -1.8169 4.3936 -0.3771
H12 -0.2999 3.9067 -1.1674
H13 -0.4258 3.8758 0.6019
H14 -3.0902 -3.6825 0.9583
H15 -1.5422 -3.5280 1.8530
H16 -1.5163 -3.8268 0.0814
H17 -3.7184 -1.3759 2.3056
H18 -2.6316 0.0257 2.3880
H19 -2.0810 -1.5454 2.9779
H20 -4.3405 -2.1617 -0.0212
H21 -3.3954 -1.7097 -1.4761
H22 -4.0600 -0.4187 -0.4174
H23 3.9748 1.5499 -3.0532
H24 3.5078 -0.0685 -2.4262
H25 4.3016 1.1150 -1.3378
H26 3.0336 3.7614 -1.0708
H27 3.1152 2.5706 0.2586
H28 1.6158 3.4951 -0.0281
H29 2.4318 3.2424 -3.5700
H30 0.9257 3.7318 -2.7391
H31 0.8841 2.3592 -3.8807
C12 1.3394 -1.0821 -5.5494
C13 0.7851 -0.4763 -6.7030
C14 1.1677 -0.8891 -7.9919
C15 2.0061 -2.0021 -8.1456
C16 2.4128 -2.7328 -7.0144
C17 2.0654 -2.2826 -5.7347
S1 1.1172 -0.5265 -3.8559
H32 -0.1783 0.0718 -3.6818
H33 0.0271 0.2969 -6.5890
H34 0.7881 -0.3752 -8.8796
H35 2.2906 -2.3622 -9.1396
H36 2.9827 -3.6683 -7.1224
H37 2.3281 -2.8708 -4.8556
C18 0.3860 2.3917 2.7679
N1 0.2441 1.0821 3.3950
C19 -0.3909 1.0624 4.7165
C20 0.6898 -0.0057 2.7353
O1 0.8253 0.0420 1.4401
N2 1.0983 -1.1083 3.3529
C21 1.4056 -1.0934 4.7795
C22 1.4721 -2.3171 2.5946
H38 0.6819 3.0977 3.5663
H39 -0.5485 2.7113 2.2555
H40 1.2083 2.2994 2.0323
H41 -0.9713 0.1467 4.9194
H42 0.3715 1.1743 5.5059
H43 -1.1031 1.8968 4.7833
H44 0.5157 -1.3083 5.3869
H45 2.1934 -1.8274 4.9567
H46 1.7830 -0.1014 5.0572
H47 0.5800 -2.8518 2.2252
H48 2.0967 -2.0793 1.7218
H49 2.0166 -2.9569 3.3080

Atomic partial charges in e from the Löwdin method, atoms 1 to 8: 0.991 0.708 0.751 0.670 0.093 -0.097 -0.065 0.083

Entry 4:
C33H39F6HgN8O4PS3 | wB97M-V/def2-TZVPD

Summary:
Calculated total energy (Eh): -4308.51771
LUMO energy (alpha / beta) (eV): 2.016 / 2.016
HOMO (alpha / beta) (eV): -2.473 / -5.577
Charge: -1
Multiplicity: 2
ΔE to the lowest compared entry with this formula, charge and spin (kJ/mol): 0.00
Largest force on an atom (eV/A): 2.0
Frontier orbital gap (alpha / beta) (eV): 4.5 / 7.6

Positions of all 95 atoms, in Å:
Hg1 0.8000 -0.2828 0.4662
S1 -4.0862 -5.9354 -2.1066
N1 -2.7963 -5.2558 -2.8316
C1 -2.2695 -4.3773 -2.0038
C2 -1.1528 -3.4878 -2.2916
C3 -0.5988 -3.3697 -3.5447
C4 0.3406 -2.3770 -3.7928
C5 0.7567 -1.6239 -2.6933
N2 0.3259 -1.7392 -1.4436
C6 -0.7041 -2.6298 -1.2296
C7 -1.3360 -2.6109 0.0324
N3 -0.8583 -1.7859 1.0203
C8 -1.4661 -1.7866 2.1912
C9 -2.5887 -2.5459 2.5107
C10 -3.1088 -3.3896 1.5375
C11 -2.4954 -3.4271 0.3060
C12 -2.9478 -4.3194 -0.7485
N4 -3.9939 -5.1283 -0.6792
H1 -0.9047 -4.0739 -4.3071
H2 0.8449 -2.2471 -4.7525
H3 1.5631 -0.8961 -2.8408
H4 -1.0701 -1.0876 2.9531
H5 -3.0382 -2.5013 3.5052
H6 -3.9646 -4.0111 1.7107
F1 3.4804 -5.1331 1.4948
C13 4.1822 -4.0044 1.4343
F2 4.2526 -3.4943 2.6776
F3 5.4320 -4.3308 1.0842
S2 3.3886 -2.8113 0.2605
O1 2.2254 -2.3491 0.9848
O2 4.4001 -1.8302 -0.0500
N5 2.9180 -3.7201 -0.8984
S3 3.3422 -4.6126 -2.0926
O3 2.2151 -4.9646 -2.9075
O4 4.2754 -5.6461 -1.7438
C14 4.2684 -3.4226 -3.1613
F4 3.6950 -2.2147 -3.1214
F5 4.2600 -3.8230 -4.4282
F6 5.5134 -3.2424 -2.7595
N6 1.8890 1.9917 4.1723
C15 1.8653 1.6430 2.8664
N7 1.7875 0.3474 2.6926
C16 1.7182 -0.1925 3.9908
C17 1.5557 -1.5073 4.3769
C18 1.3581 -1.7435 5.7139
C19 1.3738 -0.7265 6.6587
C20 1.5788 0.5913 6.2934
C21 1.7513 0.8471 4.9316
H7 1.8805 2.9561 4.4746
H8 1.8848 2.3616 2.0529
H9 1.5260 -2.3273 3.6373
H10 1.1623 -2.7362 6.0365
H11 1.2655 -0.9472 7.7109
H12 1.5765 1.3728 7.0511
C22 0.7908 4.9598 -0.2593
C23 0.2782 4.0506 -1.4095
C24 -0.5163 4.9035 -2.4053
C25 1.5357 3.5660 -2.1775
P1 -0.6275 2.5708 -0.6585
N8 0.4963 1.7964 0.0252
C26 -1.6282 1.7120 -2.0295
C27 -0.6955 1.4299 -3.2377
C28 -2.8460 2.5061 -2.5376
C29 -2.1631 0.3456 -1.5026
C30 -1.9441 3.1710 0.5887
C31 -3.0283 2.0966 0.9012
C32 -1.2224 3.3723 1.9432
C33 -2.6547 4.4656 0.1664
H13 1.4682 5.6784 -0.7193
H14 1.3233 4.3331 0.4442
H15 0.0083 5.5265 0.2089
H16 0.1004 5.7714 -2.6699
H17 -1.4585 5.3082 -2.0197
H18 -0.7619 4.3656 -3.3170
H19 2.1901 4.4082 -2.3351
H20 1.3225 3.1385 -3.1481
H21 2.0891 2.8433 -1.5774
H22 -0.4753 2.3084 -3.8606
H23 -1.1697 0.7008 -3.8970
H24 0.2607 1.0203 -2.9132
H25 -2.6509 3.5282 -2.8858
H26 -3.6059 2.5872 -1.7717
H27 -3.2666 1.9225 -3.3450
H28 -1.4317 -0.2014 -0.8993
H29 -2.3910 -0.3036 -2.3416
H30 -3.0643 0.4830 -0.9289
H31 -2.5845 1.1019 0.9829
H32 -3.8556 2.0719 0.1985
H33 -3.4616 2.3573 1.8730
H34 -0.8168 2.4277 2.3098
H35 -1.9491 3.7387 2.6606
H36 -0.3882 4.0564 1.9099
H37 -3.1913 4.4132 -0.7729
H38 -1.9290 5.2759 0.0632
H39 -3.3585 4.7510 0.9434

Atomic partial charges in e from the Löwdin method, atoms 1 to 8: 1.097 0.915 -0.245 -0.301 -0.100 -0.028 -0.073 -0.183

Entry 5:
C28H41FNO30PS2 | wB97M-V/def2-TZVPD

Summary:
Calculated total energy (Eh): -4641.17699
LUMO energy (eV): -0.125
HOMO (eV): -9.161
Charge: 0
Largest force on an atom (eV/A): 2.9
Frontier orbital gap (eV): 9.0

Positions of all 104 atoms, in Å:
C1 1.6796 -1.5861 -1.1310
P1 0.2548 -2.5085 -1.8301
O1 0.4666 -4.0520 -1.2499
N1 -1.3003 -1.8557 -1.1423
S1 -1.1442 -0.5636 0.0242
S2 -2.3020 -3.0045 -0.5248
O2 -3.6067 -2.5135 -0.3763
O3 -1.7737 -3.5888 0.6347
F1 -2.3679 -4.0405 -1.6711
H1 1.7922 -0.6361 -1.6405
H2 2.5594 -2.2021 -1.3094
H3 1.5891 -1.4900 -0.0480
H4 0.9959 -4.0008 -0.4357
H5 -0.7508 0.5110 -0.7025
C2 -2.0397 3.2069 1.5151
C3 -1.1417 4.2699 2.0987
O4 0.1593 3.8515 1.6722
C4 0.0069 3.0856 0.5720
O5 0.8932 2.7046 -0.1210
O6 -1.3024 2.7877 0.3610
H6 -3.0230 3.5768 1.2367
H7 -2.1594 2.3535 2.1856
H8 -1.3440 5.2614 1.6904
H9 -1.1975 4.3169 3.1819
C5 3.2277 1.6296 3.7666
C6 2.5236 2.9018 4.1714
O7 1.2092 2.4288 4.5087
C7 1.3097 1.1178 4.8318
O8 0.4295 0.4739 5.3099
O9 2.5376 0.6346 4.5367
H10 4.2881 1.6388 4.0035
H11 3.1032 1.4005 2.7067
H12 2.9709 3.3653 5.0521
H13 2.4771 3.6363 3.3726
C8 -0.5232 6.6715 5.4773
C9 0.4100 7.7088 6.0595
O10 1.6951 7.2501 5.5925
C10 1.4967 6.5088 4.4835
O11 2.3544 6.1217 3.7567
O12 0.1830 6.2482 4.3000
H14 -1.4976 7.0669 5.2214
H15 -0.6517 5.8118 6.1385
H16 0.2318 8.7084 5.6693
H17 0.3850 7.7450 7.1406
C11 -0.1117 -2.5850 3.4743
C12 -0.1624 -2.7262 4.9767
O13 0.7526 -3.8046 5.2126
C13 1.6150 -3.8577 4.1676
O14 2.5921 -4.5284 4.1333
O15 1.2100 -3.0385 3.1629
H18 -0.2559 -1.5585 3.1445
H19 -0.8321 -3.2262 2.9643
H20 0.1977 -1.8344 5.4928
H21 -1.1552 -2.9720 5.3453
C14 -3.0497 0.0905 -4.7091
C15 -3.1289 -1.4141 -4.5842
O16 -1.8038 -1.8217 -4.9366
C16 -0.9702 -0.7772 -4.7044
O17 0.2126 -0.8477 -4.7316
O18 -1.6711 0.3515 -4.4282
H22 -3.6929 0.6084 -4.0022
H23 -3.2758 0.4404 -5.7180
H24 -3.3387 -1.7387 -3.5624
H25 -3.8610 -1.8579 -5.2542
C17 -4.9580 9.8865 7.0703
C18 -5.1601 8.3919 7.1676
O19 -3.8749 7.8850 6.7877
C19 -2.9607 8.8531 7.0298
O20 -1.7831 8.6888 6.9787
O21 -3.5572 10.0240 7.3352
H26 -5.5454 10.4424 7.7958
H27 -5.1671 10.2746 6.0721
H28 -5.3818 8.0631 8.1839
H29 -5.9347 8.0239 6.5003
C20 -3.8425 -7.4792 -3.8994
C21 -3.4833 -6.0114 -3.9061
O22 -3.2420 -5.7575 -5.2929
C22 -3.9190 -6.6924 -6.0113
O23 -4.0611 -6.6616 -7.1863
O24 -4.4102 -7.6634 -5.1993
H30 -4.5588 -7.7364 -3.1234
H31 -2.9674 -8.1246 -3.8016
H32 -4.3060 -5.3778 -3.5687
H33 -2.6009 -5.7898 -3.3132
C23 1.4969 -4.6077 -5.1067
C24 1.3873 -6.1079 -4.9894
O25 2.7178 -6.5380 -5.3024
C25 3.5584 -5.5087 -5.0397
O26 4.7438 -5.5937 -5.0350
O27 2.8723 -4.3698 -4.7833
H34 0.8388 -4.0832 -4.4194
H35 1.3070 -4.2528 -6.1208
H36 1.1404 -6.4319 -3.9762
H37 0.6673 -6.5353 -5.6828
C26 5.9837 -2.7509 -6.5956
C27 7.2751 -3.3981 -7.0332
O28 7.9105 -2.3488 -7.7724
C28 7.4065 -1.1663 -7.3349
O29 7.8416 -0.1024 -7.6262
O30 6.3409 -1.3658 -6.5201
H38 5.6348 -3.1164 -5.6341
H39 5.1855 -2.8687 -7.3314
H40 7.9115 -3.6735 -6.1905
H41 7.1194 -4.2733 -7.6580

Atomic partial charges in e from the Löwdin method, atoms 1 to 8: -0.249 0.858 -0.313 -0.744 0.778 0.384 -0.251 -0.249